This record from the Open Molecules 2025 dataset describes a cluster of 3 separate species, C13H17F2N2O6 in total. The level of theory is wB97M-V/def2-TZVPD.

```
40
Properties=species:S:1:pos:R:3:forces:R:3
C -0.510577 -2.237104 -1.552379 0.096 0.385 -0.094
C -0.388692 -1.161983 -2.640499 0.021 -0.493 -0.060
C 1.059616 -0.739210 -2.880500 -0.291 0.221 -0.101
C 1.540391 0.398030 -2.036432 0.139 -0.197 -0.009
C 2.759130 1.050371 -2.338997 0.118 0.236 0.177
C 3.197110 2.088571 -1.554445 -0.141 -0.379 -0.257
C 2.386186 2.446741 -0.484678 0.366 0.248 -0.084
N 1.273375 1.777608 -0.282233 -0.147 -0.202 -0.140
N 0.811517 0.761741 -1.004585 -0.029 0.389 0.365
H -0.339231 -3.222480 -1.978402 0.021 -0.105 0.070
H -1.495550 -2.209782 -1.097059 -0.065 -0.111 0.008
H 0.225645 -2.072515 -0.764425 -0.018 -0.040 0.116
H -0.760572 -1.572118 -3.577512 -0.109 0.038 -0.008
H -1.028388 -0.313736 -2.414598 0.066 0.159 0.014
H 1.204840 -0.436456 -3.919754 0.071 -0.002 -0.043
H 1.733733 -1.582448 -2.708964 0.083 -0.052 -0.041
H 3.323263 0.710259 -3.195769 0.073 0.021 -0.035
H 4.120119 2.614770 -1.738025 0.040 0.037 -0.034
H 2.626761 3.258644 0.186078 -0.130 0.009 0.140
H 0.673112 2.047612 0.487688 -0.172 -0.103 0.000
C 1.881233 1.319613 3.677448 -0.126 -0.130 -0.044
C 3.211794 2.017918 3.498383 0.042 0.022 0.149
O 3.857135 1.773398 4.716938 0.049 -0.136 -0.131
C 3.343222 0.613532 5.248537 -0.141 0.097 -0.050
O 3.806473 0.017668 6.147714 0.054 -0.020 0.088
O 2.221483 0.256401 4.557673 0.040 0.078 -0.022
F 3.066022 3.357191 3.302041 -0.029 -0.021 -0.003
H 1.146048 1.971807 4.152293 0.071 0.118 -0.027
H 1.478021 0.922800 2.746439 0.009 -0.178 0.088
H 3.820086 1.618658 2.681249 0.029 0.099 -0.034
C -5.741745 -2.196070 -0.294389 -0.052 -0.054 -0.019
C -5.031038 -0.974380 0.250753 0.086 0.006 -0.053
O -3.913189 -0.856573 -0.616334 -0.145 0.149 -0.042
C -4.226954 -1.458037 -1.801013 -0.075 -0.112 0.056
O -3.584980 -1.358991 -2.791215 0.126 0.026 -0.018
O -5.363972 -2.167730 -1.676451 -0.022 -0.025 0.063
F -4.589142 -1.147929 1.517343 0.058 -0.062 -0.009
H -5.357240 -3.105188 0.169198 0.027 0.029 0.061
H -6.822108 -2.157877 -0.197549 -0.006 0.040 -0.135
H -5.612939 -0.052726 0.206430 0.011 0.016 0.101
```
Forces are in eV/Å.

Values from the calculation:
2S+1 = 1
E = -1266.00226 hartree
gap between HOMO and LUMO = 8.5 eV
HOMO level = -0.505 Eh
net charge = +1